(1)
10
Properties=species:S:1:pos:R:3:forces:R:3:nbo_charge:R:1 method="wB97M-V/def2-TZVPD" e_above_lowest_ev=0.019 e_tot_ha=-324.2744 homo_energy_ev=-14.289 largest_force_ha_per_bohr=0.0753 orbital_gap_ha=0.3837 total_charge=+1
O -0.551002 -0.812276 1.628068 1.5 0.3 0.4 -0.58
C -0.317541 0.127861 0.919332 -2.7 -2.4 -1.4 0.97
Cs -1.206275 3.242150 -1.783855 0.1 -0.2 0.2 1.00
O 0.290627 0.127876 -0.261991 0.9 0.7 -0.1 -0.53
O -1.114955 1.199824 0.913403 -1.5 1.5 1.2 -0.74
H -1.868109 0.993910 1.543034 1.4 0.4 -0.7 0.52
C 1.050288 -1.021404 -0.660183 0.3 -0.3 0.3 -0.26
H 1.395241 -0.797017 -1.672099 0.0 -0.1 0.3 0.20
H 1.891234 -1.136672 0.031320 -0.1 -0.1 -0.3 0.21
H 0.430492 -1.924251 -0.657031 0.1 0.3 0.1 0.21


(2)
53
Properties=species:S:1:pos:R:3:forces:R:3:nbo_charge:R:1 method="wB97M-V/def2-TZVPD" e_above_lowest_ev=1.229 e_tot_ha=-2927.0773 homo_energy_ev=-4.200 largest_force_ha_per_bohr=0.0188 orbital_gap_ha=0.2451 total_charge=-1
Pd 0.644013 0.675676 -0.797672 -0.1 1.0 0.0 0.47
S 2.992863 0.799678 -0.469265 -0.3 -0.3 0.0 -0.23
C 3.108885 2.089997 0.734158 0.0 -0.1 -0.1 -0.14
C 4.306082 2.812660 0.816576 0.0 0.0 0.0 -0.25
C 4.471011 3.830845 1.744425 0.0 -0.1 0.0 -0.21
C 3.444472 4.161270 2.620406 0.0 0.0 0.0 -0.29
C 2.253155 3.450930 2.549419 0.0 0.0 0.0 -0.14
C 2.087129 2.428336 1.624813 0.0 0.1 0.1 -0.27
H 5.108793 2.566522 0.130679 0.0 0.0 0.0 0.21
H 5.407110 4.377975 1.776459 0.0 0.0 0.0 0.20
H 3.572230 4.957780 3.343431 0.0 0.0 0.0 0.20
H 1.434523 3.696871 3.217391 0.0 0.0 0.0 0.19
H 1.156118 1.884225 1.582498 -0.1 0.0 -0.1 0.22
O -0.759539 -1.140161 -3.009147 -0.1 0.1 -0.2 -0.58
C 0.252510 -1.781144 -2.997567 0.2 0.0 0.0 0.79
O 1.464025 -1.238478 -2.837130 -0.1 -0.2 -0.2 -0.68
C 0.269199 -3.301140 -3.201985 0.1 0.0 0.2 -0.18
N 1.552647 -3.849270 -2.732252 -0.1 0.0 0.1 -0.65
C 1.301319 -4.226111 -1.325492 0.0 0.0 -0.1 -0.24
C -0.123449 -4.781201 -1.295802 -0.1 0.1 -0.1 -0.42
C -0.859077 -3.978293 -2.389989 0.0 0.0 0.0 -0.42
H 0.172101 -3.452309 -4.277522 0.0 0.0 0.0 0.22
H 2.079897 -2.000126 -2.772268 0.1 0.1 0.0 0.51
H 1.785245 -4.676323 -3.266872 0.0 0.0 0.0 0.36
H 1.355862 -3.325336 -0.713010 0.0 0.0 0.0 0.23
H 2.058516 -4.928292 -0.980397 0.0 0.0 0.0 0.20
H -0.584874 -4.654246 -0.316091 0.0 0.0 0.0 0.23
H -0.117375 -5.845879 -1.542776 0.0 0.0 0.0 0.19
H -1.506416 -3.210246 -1.970145 0.0 0.0 0.0 0.25
H -1.469582 -4.623444 -3.021233 0.0 0.0 0.0 0.20
O -4.317206 0.280039 5.462368 0.0 0.1 0.0 -0.68
C -4.562735 -0.158597 4.199456 0.2 0.0 -0.1 0.78
O -5.686816 -0.445775 3.893934 -0.1 0.0 0.0 -0.58
C -3.382262 -0.275723 3.291820 -0.1 0.1 0.1 -0.24
C -2.150353 0.324530 3.547357 0.1 0.0 0.0 -0.20
C -1.072565 0.123675 2.701722 0.0 0.1 0.1 -0.18
C -1.188688 -0.688797 1.570296 0.0 -0.2 0.0 -0.14
S 0.227583 -1.126663 0.607876 0.1 0.3 0.1 -0.28
C -2.444635 -1.236895 1.288492 -0.1 0.0 0.0 -0.24
C -3.522841 -1.033906 2.136107 0.1 -0.1 -0.2 -0.15
H -3.369797 0.419176 5.574647 0.0 0.0 0.0 0.48
H -2.007292 0.978490 4.403430 0.0 0.0 0.0 0.19
H -0.117159 0.584602 2.918524 0.0 0.0 0.0 0.22
H -2.556783 -1.833525 0.391522 0.0 0.0 0.0 0.22
H -4.488627 -1.476975 1.925562 0.0 0.0 0.0 0.23
C -0.911510 4.357167 -3.826234 0.0 0.0 0.0 -0.26
O -1.446778 3.790601 -2.630300 0.0 0.0 0.0 -0.51
C -0.766239 2.806026 -2.036234 -0.1 0.2 -0.2 0.01
S 0.709946 2.236503 -2.617195 0.2 -0.2 0.5 -0.07
S -1.430329 2.134935 -0.654362 0.1 -0.7 0.0 -0.13
H -1.498723 5.251789 -4.012943 0.0 0.0 0.0 0.19
H -1.013695 3.658208 -4.655988 0.0 0.0 0.0 0.19
H 0.140108 4.610349 -3.703497 0.0 0.0 0.0 0.20


(3)
16
Properties=species:S:1:pos:R:3:forces:R:3:nbo_charge:R:1 method="wB97M-V/def2-TZVPD" e_above_lowest_ev=4.627 e_tot_ha=-271.5826 homo_energy_ev=-6.685 largest_force_ha_per_bohr=0.0469 orbital_gap_ha=0.2705
O -1.505562 0.696070 0.112487 2.0 0.5 -0.3 -0.59
C -0.926941 -0.017235 -1.218656 -0.1 0.1 -0.4 -0.32
C -0.234572 -1.237631 -0.676856 -0.1 -0.2 0.2 -0.49
C 0.816277 -0.860067 0.397115 0.0 0.1 0.0 -0.39
C 1.151544 0.637648 0.286257 -0.1 -0.4 -0.2 -0.46
C -0.096892 1.473528 0.450135 -2.0 -0.9 1.0 0.00
H -1.813215 0.032040 0.777233 0.6 0.5 -0.1 0.48
H -1.843693 -0.284139 -1.744662 -0.1 -0.1 0.0 0.14
H -0.912041 -2.003393 -0.241915 0.1 0.0 0.0 0.16
H 0.244851 -1.721832 -1.534638 0.0 0.1 0.0 0.23
H 1.730449 -1.457382 0.307564 -0.1 0.1 0.0 0.22
H 0.420144 -1.060213 1.402269 0.0 0.0 -0.1 0.18
H 1.870479 0.917425 1.072027 -0.2 0.0 -0.1 0.22
H 1.594397 0.833658 -0.692984 -0.1 0.0 0.2 0.23
H -0.323534 1.714159 1.495345 0.3 0.2 -0.1 0.17
H -0.171686 2.337370 -0.190728 -0.2 -0.1 -0.2 0.23